# 1
C31H48CoN2O2PSb | wB97M-V/def2-TZVPD

Positions of all 86 atoms, in Å:
1 Co 1.8420 1.3920 0.4514
2 N 3.8542 0.5491 0.1068
3 N 3.5007 -0.7780 -0.1798
4 C 2.2964 -1.2806 0.3648
5 O 2.0772 -2.4673 0.2286
6 O 1.5559 -0.4046 0.9534
7 H 4.3252 0.9606 -0.6907
8 H 4.4735 0.6227 0.9125
9 H 4.2204 -1.4462 -0.4035
10 C 1.1001 4.8135 0.0754
11 P 2.3627 3.5197 -0.1750
12 C 2.3934 3.4872 -2.0018
13 C 3.8878 4.4169 0.2553
14 C 4.3451 4.3094 1.5711
15 C 5.4934 4.9696 1.9813
16 C 6.2155 5.7271 1.0703
17 C 5.7762 5.8322 -0.2418
18 C 4.6178 5.1839 -0.6495
19 H 1.0570 5.0928 1.1288
20 H 0.1240 4.4270 -0.2147
21 H 1.3504 5.6937 -0.5177
22 H 2.4818 4.4872 -2.4246
23 H 1.4554 3.0463 -2.3305
24 H 3.2125 2.8639 -2.3650
25 H 3.7946 3.6961 2.2773
26 H 5.8277 4.8922 3.0078
27 H 7.1304 6.2180 1.3762
28 H 6.3350 6.4250 -0.9548
29 H 4.2935 5.2831 -1.6761
30 C 0.0821 -4.1617 2.2549
31 C -0.5815 -4.5259 0.9262
32 C 0.4254 -5.2395 0.0225
33 C -1.7666 -5.4573 1.1938
34 Sb -1.0478 -2.5820 -0.0619
35 C -1.8651 -3.2482 -2.0512
36 C -2.6167 -4.5762 -2.0324
37 C -2.7865 -2.1669 -2.6041
38 C -0.6116 -3.3475 -2.9147
39 C -2.7614 -1.7537 1.1259
40 C -3.7494 -2.7858 1.6610
41 C -2.0714 -1.0131 2.2691
42 C -3.4992 -0.7535 0.2414
43 H 0.4332 -5.0745 2.7566
44 H -0.6174 -3.6594 2.9276
45 H 0.9401 -3.5066 2.0956
46 H 0.8130 -6.1258 0.5434
47 H 1.2688 -4.5932 -0.2222
48 H -0.0355 -5.5821 -0.9052
49 H -1.3813 -6.4393 1.5059
50 H -2.3903 -5.6169 0.3186
51 H -2.3980 -5.0915 1.9988
52 H -3.4610 -4.5503 -1.3403
53 H -1.9718 -5.4128 -1.7653
54 H -3.0244 -4.7901 -3.0333
55 H -3.7897 -2.2492 -2.1893
56 H -2.8733 -2.2814 -3.6947
57 H -2.4155 -1.1589 -2.4045
58 H 0.1120 -4.0595 -2.5134
59 H -0.1115 -2.3779 -2.9917
60 H -0.8786 -3.6748 -3.9301
61 H -3.3149 -3.3820 2.4624
62 H -4.1024 -3.4625 0.8796
63 H -4.6322 -2.2779 2.0802
64 H -1.4959 -1.6899 2.9035
65 H -2.8204 -0.5120 2.8981
66 H -1.3851 -0.2541 1.8845
67 H -4.1767 -1.2505 -0.4490
68 H -2.8108 -0.1269 -0.3348
69 H -4.1037 -0.0824 0.8697
70 C -2.9260 3.3795 1.6711
71 C -1.7138 3.0335 2.3147
72 C -0.7279 2.4074 1.6115
73 C -0.8727 2.1032 0.2297
74 C 0.1851 1.4824 -0.5098
75 C -0.0518 1.1427 -1.8113
76 C -1.2812 1.4550 -2.4464
77 C -2.2714 2.1031 -1.7691
78 C -2.0987 2.4311 -0.4001
79 C -3.1154 3.0733 0.3556
80 H -3.7053 3.8793 2.2324
81 H -1.5829 3.2525 3.3665
82 H 0.1908 2.1145 2.1169
83 H 0.7118 0.6292 -2.3888
84 H -1.4179 1.1912 -3.4885
85 H -3.1971 2.3710 -2.2660
86 H -4.0526 3.3125 -0.1350

## Properties
molar mass: 692.40 g/mol
<S²>: 0.7840
largest force on an atom: 1.16 eV Å⁻¹
highest occupied orbital energy (alpha / beta): -6.468 / -6.467 eV
spin multiplicity: 2
energy above the lowest of the compared OMol25 structures with the same formula, charge and spin: 33.8 kcal/mol

=====

# 2
C4H32N2O10 | wB97M-V/def2-TZVPD

Positions of all 48 atoms, in Å:
1 C 0.6047 3.1952 0.4487
2 N 0.9092 1.8396 0.0032
3 C 1.5776 0.9865 1.0088
4 C 2.9356 1.5672 1.3546
5 C 0.6702 0.8347 2.3006
6 N -0.3769 -0.2445 2.1303
7 H -0.0858 3.7123 -0.1529
8 H 0.0304 3.1803 1.3997
9 H 1.4807 3.8242 0.4731
10 H 1.4207 1.7316 -0.8721
11 H 1.6025 0.0070 0.4705
12 H 3.0959 1.6797 2.4708
13 H 3.1812 2.5082 0.8806
14 H 3.7928 0.9293 1.0014
15 H 1.1790 0.5359 3.2343
16 H 0.2174 1.8018 2.4248
17 H -0.4796 -0.8070 2.9757
18 H -0.0171 -1.0488 1.6182
19 O 1.4553 -0.5782 -2.2030
20 H 2.3524 -0.5522 -2.5430
21 H 1.2823 -1.5320 -2.1473
22 O 1.9554 -2.3611 1.3643
23 H 1.4384 -2.9824 0.7986
24 H 2.8680 -2.6238 1.3678
25 O -3.0026 1.8344 1.0570
26 H -2.1821 2.2021 0.7465
27 H -2.7510 1.2810 1.7898
28 O -1.5434 0.6155 -1.2477
29 H -0.6029 0.8135 -1.1711
30 H -1.8108 -0.1931 -0.8338
31 O -2.7484 -2.0929 -1.6855
32 H -3.5837 -2.2307 -1.2295
33 H -2.4319 -2.9526 -1.9445
34 O -3.2450 -1.1382 1.2783
35 H -3.6458 -0.5264 0.6524
36 H -2.3963 -0.7203 1.5278
37 O -4.3676 0.7123 -1.1329
38 H -3.7485 1.2721 -0.6446
39 H -3.8374 0.4362 -1.8938
40 O -0.0607 -3.7289 -0.1024
41 H -0.6044 -4.4312 0.2583
42 H -0.5562 -3.1768 -0.7160
43 O 1.4139 1.9137 -3.5690
44 H 0.7275 2.5754 -3.6044
45 H 1.1952 1.1465 -3.0389
46 O 2.2072 -3.0363 -1.8545
47 H 2.9287 -2.8238 -1.2438
48 H 1.5562 -3.3549 -1.2054

## Properties
molar mass: 268.30 g/mol
largest force on an atom: 2.68 eV Å⁻¹
highest occupied orbital energy: -8.818 eV
energy above the lowest of the compared OMol25 structures with the same formula, charge and spin: 23.8 kcal/mol

=====

# 3
C44H52AsF6MoN3O4SSeSi | wB97M-V/def2-TZVPD

Positions of all 114 atoms, in Å:
1 Mo 0.2116 -0.5973 -1.1592
2 C -5.1523 3.1347 0.8768
3 Si -4.8364 1.2938 0.8156
4 C -6.4394 0.3766 0.4613
5 C -4.1391 0.7110 2.4445
6 C -3.6919 0.9871 -0.6553
7 C -4.1158 1.4616 -1.8897
8 C -3.3000 1.4472 -3.0181
9 C -2.0340 0.9314 -2.8986
10 N -1.6117 0.4497 -1.7242
11 C -2.3902 0.4756 -0.6333
12 S -1.4486 -0.1956 0.6587
13 H -5.8081 3.3906 1.7132
14 H -5.6220 3.4955 -0.0416
15 H -4.2087 3.6663 0.9948
16 H -7.1892 0.5916 1.2264
17 H -6.2717 -0.7027 0.4440
18 H -6.8579 0.6633 -0.5062
19 H -4.8611 0.9358 3.2347
20 H -3.2041 1.2228 2.6787
21 H -3.9572 -0.3654 2.4472
22 H -5.1082 1.8927 -1.9789
23 H -3.6348 1.8488 -3.9631
24 H -1.3379 0.8721 -3.7213
25 C -1.6065 -1.3852 3.7093
26 C -0.3390 -1.9271 3.0427
27 C 0.7041 -2.2134 4.1285
28 C -0.6475 -3.1521 2.1975
29 C -1.3271 -4.1805 2.8434
30 C -1.6878 -5.3378 2.1840
31 C -1.3727 -5.4672 0.8462
32 C -0.6799 -4.4790 0.1515
33 C -0.3477 -4.7835 -1.2943
34 C 1.1579 -4.8208 -1.5546
35 C -1.1389 -3.9023 -2.2555
36 C -0.3027 -3.3085 0.8324
37 N 0.5066 -2.2998 0.1828
38 C 1.7775 -2.2417 0.5967
39 C 2.4999 -1.0131 0.4768
40 N 1.8739 0.0600 0.0188
41 C 2.5075 1.3474 0.1908
42 C 3.0387 2.0356 -0.9114
43 C 3.6726 3.2519 -0.6981
44 C 3.7705 3.7984 0.5678
45 C 3.2334 3.1201 1.6409
46 C 2.6035 1.8899 1.4830
47 C 2.0085 1.2544 2.7224
48 C 0.7746 2.0429 3.1665
49 C 3.0358 1.1452 3.8522
50 C 2.8708 1.5097 -2.3168
51 C 1.4407 1.7893 -2.7739
52 C 3.8511 2.0826 -3.3356
53 C 3.8758 -1.2421 0.9374
54 C 5.0109 -0.4814 1.0334
55 C 6.1923 -1.0989 1.5196
56 C 6.2337 -2.4149 1.9051
57 C 5.0679 -3.2209 1.8202
58 C 4.9353 -4.5884 2.1779
59 C 3.7257 -5.2204 2.0359
60 C 2.5722 -4.5657 1.5331
61 C 2.6782 -3.2495 1.1658
62 C 3.9271 -2.5999 1.3292
63 H -1.3816 -0.4547 4.2306
64 H -2.0023 -2.0880 4.4458
65 H -2.3841 -1.1807 2.9760
66 H 0.0453 -1.1468 2.3897
67 H 0.3351 -2.9805 4.8148
68 H 0.8894 -1.3095 4.7106
69 H 1.6519 -2.5587 3.7240
70 H -1.5738 -4.0666 3.8916
71 H -2.2127 -6.1292 2.7045
72 H -1.6556 -6.3668 0.3123
73 H -0.7033 -5.8058 -1.4570
74 H 1.6311 -3.8522 -1.4083
75 H 1.3544 -5.1164 -2.5838
76 H 1.6347 -5.5414 -0.8848
77 H -0.9508 -2.8416 -2.1050
78 H -2.2103 -4.0686 -2.1217
79 H -0.8704 -4.1237 -3.2896
80 H 4.0821 3.7911 -1.5410
81 H 4.2402 4.7633 0.7101
82 H 3.2717 3.5680 2.6259
83 H 1.6836 0.2459 2.4830
84 H 1.0374 3.0765 3.4032
85 H 0.3402 1.5927 4.0618
86 H 0.0180 2.0707 2.3813
87 H 3.3501 2.1321 4.1980
88 H 3.9248 0.5978 3.5335
89 H 2.6041 0.6258 4.7096
90 H 3.0186 0.4293 -2.3021
91 H 1.1256 2.8128 -2.5681
92 H 0.7436 1.1611 -2.1961
93 H 1.2989 1.5152 -3.8174
94 H 3.6576 3.1387 -3.5391
95 H 3.7371 1.5343 -4.2711
96 H 4.8845 1.9822 -2.9980
97 H 5.0211 0.5643 0.7552
98 H 7.0915 -0.5000 1.5911
99 H 7.1571 -2.8439 2.2765
100 H 5.7906 -5.1284 2.5664
101 H 3.6401 -6.2623 2.3189
102 H 1.6362 -5.1042 1.4614
103 O -0.2319 -1.0678 -3.1547
104 Se 1.2694 -1.6692 -3.6985
105 O 1.1506 -3.1687 -4.2300
106 O 1.8880 -1.5312 -2.1274
107 O 1.9745 -0.6283 -4.6883
108 F -0.1153 2.6023 -0.1954
109 As -0.8808 4.1542 0.0451
110 F -1.8315 3.4528 1.3280
111 F 0.3539 4.5814 1.1808
112 F -2.1211 3.6940 -1.0911
113 F 0.0652 4.8033 -1.2609
114 F -1.6610 5.6828 0.2833

## Properties
molar mass: 1110.88 g/mol
<S²>: 3.7738
largest force on an atom: 1.04 eV Å⁻¹
highest occupied orbital energy (alpha / beta): -4.639 / -6.064 eV
spin multiplicity: 4
energy above the lowest of the compared OMol25 structures with the same formula, charge and spin: 20.5 kcal/mol
total charge: -1

=====

> Which of these has the lowest molar mass?

C4H32N2O10